No. 1
This record from the OMol25 dataset describes a cluster of 2 separate species, C2HClO in total in a non-equilibrium geometry. The level of theory is ωB97M-V/def2-TZVPD.

Geometry (Å):
1 C 1.371931 -0.446876 -0.299395
2 C -1.596820 -1.069522 -1.165724
3 O 0.979571 0.426925 0.446828
4 Cl -2.069061 -0.170788 0.194763
5 H 1.314377 1.260260 0.823529

Cartesian forces, eV/Å:
C 1.35 -1.21 -1.49
C -0.02 0.48 0.77
O -2.65 1.01 1.71
Cl 0.12 -0.47 -0.70
H 1.20 0.19 -0.30

Results
Kohn-Sham gap (alpha / beta) ... 6.6 / 11.0 eV
⟨S²⟩ ... 2.008
E_tot ... -611.919813 a.u.
Energy relative to the best compared isomer or geometry (same formula, charge and spin) ... 433.6 kJ/mol
E_LUMO (alpha / beta) ... -0.75 / -0.28 eV
Spin multiplicity ... 3
Total charge ... 0

No. 2
This record from the OMol25 dataset describes a cluster of 2 separate species, C2HClO3 in total in a non-equilibrium geometry. The level of theory is ωB97M-V/def2-TZVPD.

Geometry (Å):
1 C 1.196109 0.080988 1.256599
2 C -1.045383 -0.037895 -0.900263
3 O 1.839729 -0.676626 1.829223
4 O 0.677727 0.959150 0.733593
5 O -1.531357 -0.739669 -0.076988
6 Cl 0.331344 -0.509977 -1.857366
7 H -1.468170 0.924027 -0.984799

Cartesian forces, eV/Å:
C 1.12 0.42 0.67
C -0.61 -1.23 1.28
O 0.19 -1.28 0.39
O -1.04 1.12 -0.65
O 0.23 -0.75 -0.13
Cl -0.03 0.09 -0.43
H 0.14 1.63 -1.13

Results
Kohn-Sham gap ... 11.7 eV
E_tot ... -762.743534 a.u.
SMILES ... O=C=O.O=CCl
Energy relative to the best compared isomer or geometry (same formula, charge and spin) ... 26.4 kJ/mol
E_LUMO ... 0.46 eV
Spin multiplicity ... 1
Total charge ... 0